Below is one molecule with the formula C8H12OS, with properties calculated with ωB97M-V with the def2-TZVPD basis set.

Properties
Relative energy (zero: lowest compared OMol25 entry of this formula, charge and spin)   246.6 kJ/mol
HOMO   -8.270 eV

Geometry (Å):
H1 0.1317 0.5114 2.3087
C1 -2.0146 -0.8472 0.2509
H2 1.7433 -2.7814 -0.1635
C2 -1.6992 -0.4219 -0.9693
H3 -0.9625 1.4912 -1.5187
H4 -1.8854 -0.8424 2.3202
C3 0.4377 0.8220 0.0647
O1 2.9274 -0.2840 0.6535
S1 1.9292 -0.2898 -0.3718
H5 0.5223 -1.8527 0.6304
C4 1.0934 -2.0032 -0.2674
H6 -2.0092 -0.7986 -1.8302
C5 0.9305 2.2140 0.0410
H7 1.7122 2.3802 -0.7289
H8 0.1617 3.0301 -0.1281
C6 -1.3718 -0.4210 1.4082
C7 -0.2920 0.4160 1.3391
H9 -2.7321 -1.5985 0.3008
H10 -0.0279 0.3798 -2.0721
H11 0.4371 -2.2007 -1.1315
H12 1.5162 2.4744 0.9516
C8 -0.5479 0.6221 -1.0878

---

Below is CsO4S as an isolated structure, with properties calculated with ωB97M-V with the def2-TZVPD basis set.

Properties
Total charge   -1
Relative energy (zero: lowest compared OMol25 entry of this formula, charge and spin)   358.4 kJ/mol
HOMO   -1.603 eV

Geometry (Å):
O1 -1.4826 1.2264 1.5199
Cs1 2.4996 -3.5378 -2.6554
O2 -1.2243 -0.0259 -0.5007
O3 0.4631 -0.2564 1.1681
S1 -0.4825 0.6953 0.5386
O4 0.2267 1.8984 -0.0707

---

Below is C26H53BBr22F9NO3P2S2 as an isolated structure, with properties calculated with ωB97M-V with the def2-TZVPD basis set.

Properties
HOMO   -8.259 eV

Geometry (Å):
H1 -0.0218 -4.7110 -10.3047
H2 -5.4159 -5.4317 3.0663
H3 -1.9374 0.6761 -1.6182
C1 -7.2192 -4.5470 2.3439
C2 -12.7206 -3.6276 4.7270
H4 -11.9150 -4.2849 4.4065
H5 2.8144 -5.3205 -9.3096
H6 7.6534 4.5397 5.6387
Br1 11.0322 1.1247 8.9355
H7 -0.4970 0.0518 0.9087
H8 12.2716 2.1876 5.4692
Br2 7.6338 1.7193 4.8122
H9 0.9315 -3.5426 -9.3724
Br3 -15.3573 -2.6064 4.2411
C3 1.7499 -5.5224 -9.3548
H10 0.3949 3.2228 2.2388
H11 7.5945 3.6035 3.2176
O1 0.0428 2.3405 2.3695
H12 -6.8409 -3.9009 1.5591
H13 -7.9481 -0.7560 2.1378
Br4 -5.3208 -3.1314 3.9598
C4 0.0871 -0.0458 -1.6434
H14 6.5759 5.3861 4.5087
H15 -13.1743 -4.0235 5.6287
S1 0.3514 2.4336 -3.1678
H16 -7.5361 -5.4935 1.9124
P1 -1.5833 2.3836 2.3271
Br5 6.2430 5.2127 1.0981
C5 6.9007 3.3329 4.0075
F1 1.2128 1.4982 -4.0840
H17 -14.0154 -4.4030 3.2078
H18 12.7133 2.7104 7.1061
C6 -1.5093 0.5321 -6.6899
B1 -2.2389 1.3429 0.8774
Br6 2.9952 -0.4685 -7.5090
C7 -0.4849 -2.0485 6.0458
Br7 3.0444 -1.8267 2.7125
Br8 -0.8171 -1.7424 3.2070
F2 0.1863 -0.6157 -2.8727
C8 4.4491 -0.1243 4.5539
Br9 -7.0768 -2.5821 0.6894
H19 6.9820 4.0720 -1.5047
C9 3.5247 -0.9807 -9.3152
H20 -1.7241 -1.0306 -1.4422
Br10 4.2084 -1.1956 6.1584
F3 2.1048 1.1885 -1.6864
H21 -9.4868 -1.3343 -0.4538
H22 -13.3316 -2.8129 2.8175
H23 7.6116 6.4120 -0.5741
F4 0.8709 -0.7946 -0.8122
C10 4.1437 0.1726 -10.0569
Br11 -11.8598 -1.9551 5.2200
H24 -4.2778 -0.2822 0.1120
Br12 -3.3293 1.0417 -7.1241
H25 3.2799 0.6218 2.9185
H26 -0.6953 1.9947 -8.0712
H27 4.2480 -1.7819 -9.1821
H28 8.6487 4.5966 -1.8139
H29 -6.6396 -5.2036 4.3302
Br13 1.5403 -7.2150 -10.2888
H30 12.0270 0.2214 6.8638
H31 -9.1132 -2.0867 2.0036
Br14 2.8042 1.4433 -10.6647
Br15 0.0971 -0.2345 6.4268
F5 -0.5307 3.4208 -2.2913
H32 -1.5693 -2.0372 6.0735
C11 0.9821 -4.4144 -10.0225
Br16 -0.6174 -0.1526 -9.3178
C12 3.2189 -0.1479 3.6846
H33 10.3771 0.8017 6.5606
C13 -9.2106 -0.6926 0.3755
O2 -4.6244 2.8831 1.1155
H34 2.3023 -0.0204 4.2536
S2 -2.3480 1.6961 3.9491
H35 4.8507 0.7255 -9.4483
H36 2.6405 -1.3697 -9.8081
Br17 -8.8440 -3.7102 3.0165
P2 -3.8086 1.9305 0.0598
H37 1.1275 -2.3210 4.6257
C14 7.9256 4.3412 -1.0432
H38 1.3692 -5.6937 -8.3510
H39 -5.5611 2.7386 0.9570
C15 7.7851 5.4700 -0.0597
F6 0.4523 2.0304 -0.5255
C16 6.7741 4.4426 5.0120
Br18 -8.1592 0.7648 -0.3654
H40 -1.5537 4.4824 2.7486
H41 0.4883 0.8747 -7.3716
H42 -1.5112 -0.5436 -6.5513
C17 -1.4543 0.0592 0.4067
C18 0.7596 1.3532 -1.6552
Br19 10.5667 3.7256 6.3751
Br20 5.2609 4.1539 6.2015
F7 -0.9746 1.6225 -3.4774
N1 -4.8135 0.5381 -0.1324
H43 -5.0825 0.4905 -1.1043
H44 -0.0827 -3.6159 4.6430
H45 -10.1028 -0.2303 0.7904
C19 11.9114 2.3260 6.4858
H46 -0.1052 -2.6608 6.8605
F8 0.0446 3.3203 -4.4346
H47 4.6376 -0.1802 -10.9589
F9 1.6088 3.3447 -2.8655
H48 5.3314 -0.5032 4.0509
H49 8.6498 5.5644 0.5879
C20 -0.5298 0.9756 -7.7395
O3 -1.9155 3.9324 2.0456
H50 -2.0160 -0.7925 0.7788
C21 -6.2057 -4.7794 3.4313
Br21 1.8591 -3.8002 -11.6488
H51 4.6423 0.8861 4.9079
C22 0.0715 -2.5436 4.7387
C23 -13.7158 -3.4400 3.6143
Br22 8.6114 2.7355 -0.1862
H52 -1.2924 1.0176 -5.7437
H53 5.9479 3.0590 3.5679
C24 11.3313 1.0430 7.0163
C25 -8.4505 -1.4264 1.4487
C26 -1.3307 -0.0731 -1.1285

---

Below is C5H6F2O2S as an isolated structure, with properties calculated with ωB97M-V with the def2-TZVPD basis set.

Properties
Relative energy (zero: lowest compared OMol25 entry of this formula, charge and spin)   563.9 kJ/mol
HOMO   -8.918 eV

Geometry (Å):
H1 1.1130 0.0785 2.4163
H2 1.1819 2.6434 -0.1811
O1 0.8515 -1.6598 0.6374
C1 0.6346 1.7275 -0.5298
C2 0.3218 0.3325 1.5893
S1 -0.4157 1.8488 1.6553
H3 -2.0638 -0.7422 0.8537
H4 -1.5087 -0.1230 -0.7528
C3 -0.0844 -0.8529 0.7142
H5 -0.4907 -2.4600 -1.2230
F1 2.3945 0.3831 -1.4624
C4 -1.4339 -0.8968 -0.0577
H6 -0.4659 1.6327 -0.5053
F2 0.4750 -0.4538 -1.2253
O2 -1.6499 -2.1273 -0.7692
C5 1.1408 0.6695 -1.1595

---

Below is a 11-piece molecular cluster, C13H48N6O16 overall, with properties calculated with ωB97M-V with the def2-TZVPD basis set.

Properties
SMILES   NC(N)=O.NC(N)=O.NC(N)=O.OCCO.OCCO.OCCO.OCCO.OCCO.O.O.O
Relative energy (zero: lowest compared OMol25 entry of this formula, charge and spin)   222.5 kJ/mol
HOMO   -9.044 eV

Geometry (Å):
H1 24.8320 -21.9887 -14.1172
O1 17.7036 -17.1030 -13.5610
O2 20.7159 -12.6088 -15.6516
H2 21.6328 -19.1584 -17.3626
O3 19.0046 -14.9651 -15.5032
H3 24.9247 -23.2730 -15.4526
H4 22.2854 -17.5869 -18.3340
O4 18.7851 -20.4388 -16.9921
C1 19.6984 -19.6693 -16.8580
H5 19.8352 -21.2980 -22.3067
O5 13.2923 -18.3320 -15.3221
H6 20.9777 -20.5536 -18.2060
N1 19.7796 -18.6118 -16.1205
C2 15.9532 -22.1243 -18.2594
H7 20.9921 -16.8544 -19.2705
H8 22.0695 -21.1319 -20.0763
N2 21.9760 -16.9838 -19.0828
O6 22.7621 -22.3340 -16.6889
H9 15.0794 -24.7197 -17.4222
C3 23.6325 -17.2536 -15.9770
H10 17.7136 -16.6878 -14.4235
H11 15.7912 -17.9451 -15.8571
C4 21.0155 -13.8292 -16.3825
H12 19.9463 -15.5409 -17.2324
H13 21.4325 -22.8877 -19.5981
H14 22.4360 -22.8102 -14.7956
H15 21.9837 -21.7427 -22.7964
H16 20.2423 -23.0060 -22.7333
O7 17.0260 -21.3603 -18.7557
H17 19.8006 -21.5320 -19.9282
H18 22.7857 -21.0738 -15.0821
H19 21.3317 -15.4047 -20.7049
N3 24.5985 -16.6603 -16.6902
H20 25.3019 -16.1462 -16.1791
H21 22.9575 -21.5563 -17.2168
C5 19.8461 -22.4382 -20.5323
O8 19.9470 -23.0362 -16.4662
H22 15.3146 -22.5456 -19.0358
H23 23.0843 -17.4705 -14.0928
H24 19.0259 -18.4296 -15.4733
H25 13.7394 -20.2784 -15.1157
O9 20.6040 -23.3264 -19.8046
H26 17.0772 -24.0238 -18.0244
H27 13.9300 -19.6862 -16.7200
C6 20.3329 -22.2144 -21.9895
H28 25.6837 -20.6490 -15.4936
O10 25.3355 -21.3668 -16.0275
H29 18.4882 -16.7701 -13.1253
N4 23.7361 -17.0152 -14.7157
O11 24.0216 -16.4076 -19.5487
H30 16.2537 -19.6661 -15.9900
C7 15.6014 -18.9525 -15.4866
O12 22.7804 -21.0706 -19.4382
H31 24.6034 -16.5729 -14.4470
H32 17.1323 -22.9274 -16.6284
H33 23.5725 -21.2542 -19.9432
H34 19.0638 -14.0322 -17.3683
H35 21.5636 -13.6220 -17.3016
H36 20.8162 -22.7598 -16.7566
C8 24.6055 -22.2777 -15.1434
C9 22.8724 -16.3316 -19.7607
H37 18.6644 -14.1764 -15.0745
N5 22.3140 -15.3297 -20.4824
H38 24.4589 -16.5506 -17.6844
C10 23.0478 -22.0976 -15.3488
H39 13.4562 -18.2632 -14.3787
H40 22.8781 -14.6398 -20.9578
H41 18.8953 -22.9556 -20.4045
H42 16.7318 -18.4186 -14.0073
C11 14.1343 -19.4333 -15.6796
C12 16.5204 -23.2751 -17.4608
H43 19.9155 -12.1766 -15.9583
C13 19.7135 -14.6117 -16.7124
O13 22.6660 -17.7876 -16.5826
O14 15.9265 -18.9359 -14.0816
H44 21.6578 -14.4327 -15.7412
H45 17.4689 -21.0492 -17.9629
H46 19.3902 -22.2718 -16.6145
N6 20.8987 -19.8390 -17.4967
H47 20.6541 -18.1342 -15.9553
O15 15.4706 -24.0360 -16.8735
O16 21.7189 -21.9670 -21.9013
H48 15.2569 -21.5626 -17.6367